Below is a cluster of 9 separate species, C17H52N8O9 in total at a distorted geometry, with properties calculated with ωB97M-V/def2-TZVPD.

Calculated values
net charge: 0
orbital gap: 7.967 eV
energy relative to the best compared isomer or geometry (same formula, charge and spin): 10.1707 eV

The geometry in XYZ format:
```
86
Properties=species:S:1:pos:R:3:forces:R:3
N 1.44365 3.13710 0.36999 0.7698 0.1414 5.0766
C 1.03565 3.33410 -0.83601 -6.2303 1.1877 -4.7679
N 2.02465 3.54210 -1.70301 -0.2546 0.4756 -3.0777
O -0.27835 3.35910 -1.22401 6.0788 -0.1644 2.1745
H 0.83165 3.32010 1.18599 0.4115 -0.2004 -1.0632
H 2.44365 3.21610 0.57199 -0.7551 0.0266 -0.0994
H 1.69465 3.61210 -2.70701 0.8864 -0.2190 1.8302
H 3.01165 3.34810 -1.51101 -0.8692 0.0997 -0.2055
N -2.37035 -4.57590 0.32999 -1.6232 -2.6977 -2.8161
C -1.51935 -3.74690 0.88199 0.9169 4.9990 -3.0217
N -1.73235 -3.78890 2.18799 3.0779 2.9916 3.4464
O -0.87435 -2.76190 0.10099 -2.5257 -5.1798 4.2443
H -2.32935 -4.66090 -0.68401 -0.3330 -0.1377 0.6675
H -3.12635 -5.03790 0.88199 1.2980 0.7216 -1.0596
H -1.15435 -3.03090 2.70999 -1.1112 -1.5096 -0.5187
H -2.00935 -4.59490 2.75399 0.2113 0.3979 -1.0334
N 0.87665 -1.46990 5.34399 -0.2153 -1.3498 3.9054
C 0.69665 -1.33490 4.08499 -3.9481 -0.9421 -6.1533
N 1.61365 -0.61390 3.48599 1.0657 1.7620 -3.0576
O -0.33135 -1.81790 3.34899 3.9763 2.0516 3.7584
H 0.21065 -2.11290 5.73799 0.3633 0.0145 0.8175
H 1.75965 -1.18690 5.78599 -1.0952 -0.4888 -0.1734
H 1.36165 -0.23590 2.53099 0.4471 -0.5406 1.3127
H 2.36765 -0.14390 3.97299 -0.4009 -0.1228 -0.0261
N -1.87535 3.27910 -3.76501 -0.6207 3.5964 -2.3770
C -2.01435 1.98910 -3.93801 -1.7472 -4.4229 -4.2797
N -1.82135 1.33610 -2.80701 0.4721 -2.4705 1.1677
O -2.37135 1.32710 -5.08001 1.4831 3.6904 5.0239
H -2.38635 3.82210 -4.46901 0.7643 -0.0918 0.5222
H -1.68235 3.70910 -2.87301 -0.0723 -0.3589 0.0089
H -2.07235 0.35710 -2.86201 0.2158 0.2165 -0.0101
H -1.27635 1.67910 -2.02701 -0.2702 0.3689 -0.2557
C 2.07265 -1.74690 -1.41201 -0.5688 1.1248 0.2782
C 2.54765 -0.76790 -2.45401 -7.5204 -2.3565 -0.8439
C 1.76865 0.49810 -2.35901 -0.4929 2.0815 -0.8948
O 3.78765 -0.60790 -2.42401 10.1772 2.7505 1.5647
H 2.35865 -1.42690 -0.41801 -0.1607 0.3688 0.3208
H 2.56165 -2.65790 -1.55701 0.5989 -1.8195 -0.3785
H 1.00865 -1.86690 -1.46901 -0.5380 -0.4214 0.1824
H 2.47465 -1.23190 -3.41801 -2.1827 -0.4654 -1.1929
H 1.72265 0.89310 -1.37101 0.6893 0.0857 1.2262
H 0.69965 0.50510 -2.56301 -0.0515 -0.9182 -0.6198
H 2.14065 1.34710 -2.97401 0.1795 -0.8661 0.0807
H 4.26865 -1.39890 -2.17201 -0.0517 -0.0029 -0.0153
C -4.05535 -1.95990 -1.06501 0.0441 0.6101 0.1612
C -2.99735 -1.72090 -2.13201 2.6305 -5.0470 5.6057
C -2.66035 -2.95090 -2.90201 0.4791 -2.8722 2.2199
O -3.30635 -0.94490 -3.05401 -3.6588 6.9856 -6.7928
H -4.63535 -1.05590 -0.90901 -0.1025 0.1775 -0.1263
H -3.56835 -2.16890 -0.13001 0.0962 -0.4112 0.4694
H -4.74035 -2.75190 -1.33601 -0.1755 -0.3555 -0.1029
H -2.05935 -1.30790 -1.67701 -0.5929 -0.5802 0.3396
H -2.65835 -3.87190 -2.30001 -0.0247 0.1491 -0.2127
H -1.68735 -2.85890 -3.27001 1.4605 0.1087 -1.0329
H -3.36735 -3.10990 -3.69001 -0.5157 -0.1432 -0.5780
H -3.82235 -1.42290 -3.72001 0.0871 0.8872 -0.0827
C 4.18765 0.04410 0.96799 -1.2521 1.1417 -0.7476
C 4.90065 0.70210 2.07399 5.4447 -4.3257 -2.6209
C 6.28465 1.18210 1.63399 0.9295 -1.5521 -1.5720
O 4.31765 1.69910 2.58099 -4.8545 5.2053 4.4421
H 3.98465 0.82410 0.17999 0.1683 -0.8753 0.3134
H 3.23665 -0.21090 1.43099 -0.2078 -0.6514 -0.7182
H 4.76465 -0.77190 0.56799 -0.1966 -0.4075 -0.2563
H 4.98665 -0.03190 2.85399 0.5048 -0.6126 0.5985
H 6.28365 1.93410 0.81499 -0.4429 -0.3991 0.3448
H 6.92165 0.35010 1.28899 -0.3240 0.1391 -0.2314
H 6.85665 1.58010 2.41599 0.4962 0.8650 1.4596
H 4.26865 2.39010 1.95699 -0.1090 1.4593 -0.9658
C -2.74635 2.74610 1.66099 -0.7631 2.2957 0.8761
C -3.34135 1.44710 2.14299 -6.3703 4.7450 -3.9524
C -3.97035 0.67610 1.00799 -2.9232 1.6577 -2.2885
O -2.57935 0.63810 2.66899 9.1844 -6.0603 4.6171
H -2.02035 2.70910 0.88199 0.3095 -0.3239 -1.0588
H -2.20835 3.22310 2.49399 -0.1044 -0.1755 0.1261
H -3.55835 3.50110 1.41099 0.9508 -0.9946 -0.0561
H -4.06935 1.78610 2.89399 -0.4666 -0.2763 -0.1232
H -4.55435 1.44610 0.40399 0.2215 -1.1087 0.3194
H -4.68135 -0.17090 1.23799 1.0666 0.9273 0.1895
H -3.20035 0.34410 0.30399 0.0363 -0.1944 0.3014
H -1.78035 0.50310 2.06999 -1.4472 -0.1737 1.4926
C -0.30635 0.27310 0.40199 -1.3663 -2.1436 1.5608
O 0.81065 0.67910 1.11599 0.6692 0.7697 0.2778
H -1.00735 1.03510 0.13399 -0.0397 0.9410 -0.3721
H -0.81935 -0.36390 1.14599 0.0052 -0.5064 -1.0213
H -0.00635 -0.32490 -0.42601 -0.2117 -0.5238 -0.7118
H 1.04465 1.49410 0.67899 0.9205 0.2432 0.2417
```
Forces are in eV/Å.